[1]
Below is 8 unconnected molecules or ions with the total composition C32H52N4O8S4 in a non-equilibrium geometry, with properties calculated with the ωB97M-V functional and the def2-TZVPD basis.

The calculation puts the relative energy (zero: lowest compared OMol25 entry of this formula, charge and spin) at 1.066 eV. The SMILES is O=S1(=O)CCCC1.O=S1(=O)CCCC1.O=S1(=O)CCCC1.O=S1(=O)CCCC1.c1cc[nH]c1.c1cc[nH]c1.c1cc[nH]c1.c1cc[nH]c1. The total energy is -99705.8114 eV.

```
! wB97M-V def2-TZVPD RIJCOSX def2/J DEFGRID3
* xyz 0 1
N -1.05 3.62 -1.49
C -2.36 3.38 -1.55
C -2.59 2.47 -2.58
C -1.30 2.12 -3.08
C -0.37 2.85 -2.37
H -0.59 4.34 -0.93
H -3.10 3.74 -0.87
H -3.47 2.12 -3.00
H -1.00 1.42 -3.88
H 0.69 2.93 -2.44
N -0.30 3.55 1.56
C -1.62 3.86 1.58
C -1.74 5.21 1.48
C -0.46 5.77 1.39
C 0.42 4.72 1.48
H 0.09 2.60 1.39
H -2.34 3.06 1.75
H -2.68 5.71 1.40
H -0.30 6.84 1.33
H 1.53 4.70 1.58
N -2.71 -1.43 2.89
C -2.42 -0.11 2.68
C -2.61 0.54 3.87
C -3.07 -0.43 4.85
C -3.08 -1.64 4.18
H -2.79 -2.12 2.16
H -1.95 0.19 1.73
H -2.45 1.62 3.94
H -3.35 -0.25 5.89
H -3.41 -2.60 4.54
N -1.50 -0.11 -0.80
C -0.16 -0.09 -0.47
C 0.12 -1.29 0.12
C -1.00 -2.12 0.03
C -2.00 -1.34 -0.51
H -2.00 0.64 -1.28
H 0.34 0.83 -0.50
H 1.07 -1.53 0.58
H -1.07 -3.20 0.33
H -3.00 -1.59 -0.71
C 2.27 -1.45 -5.34
C 1.23 -2.18 -4.50
C 0.84 -1.21 -3.35
S 2.42 -0.53 -2.92
O 2.94 -1.38 -1.89
O 2.29 0.90 -2.73
C 3.27 -0.83 -4.39
H 1.67 -0.68 -5.88
H 2.82 -2.05 -6.09
H 1.46 -3.19 -4.15
H 0.28 -2.39 -5.03
H 0.28 -1.71 -2.53
H 0.12 -0.46 -3.70
H 4.05 -1.53 -4.13
H 3.61 0.12 -4.71
C 1.98 0.71 5.05
C 1.10 -0.60 5.02
C 1.08 -1.05 3.48
S 2.37 -0.23 2.62
O 1.84 0.90 1.86
O 3.29 -1.17 2.00
C 3.20 0.48 4.12
H 2.25 0.91 6.09
H 1.43 1.57 4.69
H 0.07 -0.38 5.33
H 1.65 -1.27 5.67
H 0.08 -0.81 3.03
H 1.21 -2.15 3.35
H 3.88 1.23 3.74
H 3.77 -0.32 4.60
C 3.88 2.93 -0.69
C 4.76 2.21 0.35
C 5.27 0.86 -0.37
S 5.77 1.44 -1.89
O 5.63 0.50 -2.94
O 7.03 2.07 -1.70
C 4.64 2.89 -2.05
H 3.63 3.94 -0.38
H 2.97 2.27 -0.68
H 4.16 1.86 1.19
H 5.60 2.74 0.73
H 4.47 0.14 -0.49
H 6.14 0.38 0.05
H 3.97 2.73 -2.90
H 5.26 3.75 -2.22
C -6.17 -4.51 -1.02
C -5.05 -3.71 -1.75
C -3.74 -4.48 -1.56
S -3.74 -4.94 0.10
O -3.60 -3.82 1.01
O -2.99 -6.09 0.46
C -5.46 -5.31 0.12
H -6.69 -5.13 -1.71
H -6.91 -3.82 -0.55
H -4.95 -2.70 -1.28
H -5.27 -3.57 -2.81
H -2.79 -4.00 -1.77
H -3.72 -5.47 -2.09
H -5.84 -5.05 1.13
H -5.48 -6.39 0.14
*
```

=====

[2]
Below is 8 unconnected molecules or ions with the total composition C13H40IN3O9P in a non-equilibrium geometry, with properties calculated with the ωB97M-V functional and the def2-TZVPD basis.

The calculation puts the relative energy (zero: lowest compared OMol25 entry of this formula, charge and spin) at 0.000 eV. The total energy is -54408.2021 eV.

```
! wB97M-V def2-TZVPD RIJCOSX def2/J DEFGRID3
* xyz 1 1
C -1.54 0.76 7.08
P -2.30 1.37 5.53
O -1.36 2.67 5.18
C -1.76 0.09 4.18
C -3.02 -0.72 3.84
C -4.22 -0.09 3.14
O -5.17 -0.74 2.87
I -4.22 1.99 2.59
C -0.63 -0.86 4.62
N 0.19 -1.08 3.39
C -0.11 -0.04 2.58
N 0.55 0.21 1.46
N -1.16 0.70 2.96
H -0.53 0.35 7.04
H -1.52 1.64 7.73
H -2.21 0.03 7.55
H -0.42 2.54 5.35
H -3.44 -1.10 4.78
H -2.77 -1.60 3.25
H 0.03 -0.37 5.33
H -0.97 -1.79 5.08
H 1.18 -1.08 3.60
H 0.98 -0.52 0.90
H 0.53 1.13 1.07
H -1.79 0.83 2.18
C 1.16 -2.07 -1.91
O 1.08 -0.74 -1.38
H 1.51 -2.72 -1.11
H 0.19 -2.42 -2.27
H 1.89 -2.11 -2.72
H 0.78 -0.16 -2.08
C 5.35 -2.17 -1.61
O 4.24 -2.78 -0.94
H 4.94 -1.56 -2.41
H 5.91 -1.51 -0.94
H 6.02 -2.91 -2.03
H 4.58 -3.32 -0.23
C -2.35 5.95 2.40
O -3.56 5.37 2.88
H -2.61 6.61 1.58
H -1.84 6.52 3.17
H -1.66 5.18 2.02
H -3.33 4.78 3.61
C 2.73 -3.89 -5.40
O 3.82 -3.21 -4.79
H 2.96 -4.01 -6.46
H 2.58 -4.88 -4.95
H 1.80 -3.32 -5.33
H 3.62 -3.09 -3.86
C -6.70 6.82 2.20
O -6.04 6.52 0.97
H -7.62 7.34 1.97
H -6.93 5.90 2.74
H -6.07 7.46 2.83
H -5.23 6.06 1.19
C -1.04 -3.12 -7.17
O 0.14 -3.91 -7.23
H -0.80 -2.17 -7.65
H -1.86 -3.58 -7.71
H -1.35 -2.93 -6.14
H -0.05 -4.76 -6.82
C 6.32 -1.72 -6.46
O 7.50 -1.98 -5.71
H 6.31 -0.65 -6.68
H 6.32 -2.27 -7.41
H 5.43 -1.98 -5.89
H 7.52 -2.92 -5.52
*
```

=====

[3]
Below is a molecular structure, C15H17AuF6N3O7PS3, with properties calculated with the ωB97M-V functional and the def2-TZVPD basis.

The calculation puts the relative energy (zero: lowest compared OMol25 entry of this formula, charge and spin) at 0.487 eV. The total energy is -96408.0211 eV.

```
! wB97M-V def2-TZVPD RIJCOSX def2/J DEFGRID3
* xyz 2 1
Au -1.45 -0.06 -0.89
F -4.10 0.56 -4.80
C -3.18 1.08 -4.03
F -2.74 2.22 -4.51
F -2.15 0.22 -3.90
S -3.93 1.37 -2.32
O -3.38 0.20 -1.51
O -5.33 1.31 -2.45
N -3.37 2.74 -1.82
S -2.04 2.74 -1.01
O -0.98 1.96 -1.73
O -2.16 2.30 0.36
C -1.54 4.53 -0.92
F -0.40 4.54 -0.24
F -1.36 5.01 -2.13
F -2.48 5.17 -0.28
C -3.46 -0.54 2.11
O -2.42 -1.49 1.66
P -2.17 -1.94 0.22
O -3.47 -2.39 -0.43
C -3.74 -2.88 -1.79
O -1.16 -3.09 0.22
C 0.05 -3.25 1.05
H -3.60 -0.76 3.16
H -4.38 -0.72 1.55
H -3.09 0.47 1.97
H -4.48 -2.21 -2.21
H -4.14 -3.89 -1.67
H -2.82 -2.90 -2.37
H 0.77 -3.76 0.42
H -0.23 -3.86 1.90
H 0.41 -2.28 1.38
S 4.97 -0.55 -0.11
C 3.24 -0.45 -0.20
C 2.47 0.46 0.53
C 1.11 0.49 0.36
N 0.49 -0.35 -0.50
C 1.21 -1.23 -1.23
C 2.57 -1.30 -1.10
C 5.26 0.00 1.56
C 5.19 -0.92 2.60
C 5.44 -0.45 3.88
N 5.74 0.81 4.16
C 5.83 1.67 3.15
C 5.61 1.32 1.82
H 2.93 1.15 1.22
H 0.48 1.19 0.89
H 0.67 -1.88 -1.90
H 3.12 -2.02 -1.70
H 4.97 -1.96 2.41
H 5.40 -1.13 4.72
H 6.10 2.69 3.41
H 5.72 2.04 1.03
*
```

=====

[4]
Below is a molecular structure, C3H4GaO3 in a non-equilibrium geometry, with properties calculated with the ωB97M-V functional and the def2-TZVPD basis.

The expectation value of S² is 0.758. The calculation puts the relative energy (zero: lowest compared OMol25 entry of this formula, charge and spin) at 1.776 eV. The total energy is -61691.2833 eV.

```
! wB97M-V def2-TZVPD RIJCOSX def2/J DEFGRID3
* xyz 0 2
C -0.76 -0.99 -1.71
C -1.00 -1.01 -0.36
H -1.32 -0.33 -2.40
H -2.02 -1.35 -0.08
H -0.25 -1.83 -2.20
O 1.58 0.52 0.37
C 0.77 0.99 1.19
O -0.24 0.36 1.60
O 0.81 2.30 1.50
Ga 0.68 -1.25 0.62
H 1.73 2.59 1.48
*
```

=====

[5]
Below is 7 unconnected molecules or ions with the total composition C17H31N2O25S7, with properties calculated with the ωB97M-V functional and the def2-TZVPD basis.

The calculation puts the relative energy (zero: lowest compared OMol25 entry of this formula, charge and spin) at 0.000 eV. The total energy is -148134.3595 eV.

```
! wB97M-V def2-TZVPD RIJCOSX def2/J DEFGRID3
* xyz 1 1
O 4.07 4.19 1.16
C 2.98 4.26 0.79
N 1.85 4.31 0.31
C 0.73 3.63 0.86
C -0.62 4.35 0.84
C -1.65 3.23 0.52
S -2.99 2.91 1.69
C -0.81 2.08 0.09
N 0.44 2.34 0.18
H 0.93 3.36 1.90
H -0.69 5.09 0.04
H -0.78 4.85 1.79
H -2.15 3.50 -0.41
H -3.98 3.27 0.88
H -1.21 1.14 -0.29
H 1.18 1.73 -0.16
C -5.65 -0.73 1.27
C -6.07 -1.19 -0.11
O -4.90 -0.93 -0.92
S -3.60 -1.14 -0.06
O -3.00 -2.40 -0.30
O -2.80 0.04 -0.21
O -4.27 -1.14 1.36
H -5.70 0.36 1.36
H -6.23 -1.18 2.07
H -6.92 -0.64 -0.51
H -6.28 -2.26 -0.13
C -5.15 2.04 6.97
C -4.19 2.51 5.90
O -4.16 1.41 4.97
S -5.59 0.71 4.91
O -6.32 1.21 3.80
O -5.41 -0.69 5.07
O -6.18 1.36 6.23
H -4.69 1.33 7.66
H -5.60 2.86 7.53
H -3.18 2.68 6.27
H -4.55 3.40 5.39
C -6.98 -4.97 3.22
C -8.28 -5.30 3.93
O -9.00 -4.05 3.91
S -8.69 -3.26 2.57
O -9.69 -3.49 1.60
O -8.30 -1.94 2.91
O -7.39 -4.09 2.15
H -6.29 -4.43 3.87
H -6.49 -5.84 2.80
H -8.14 -5.60 4.96
H -8.86 -6.05 3.40
C 3.40 2.26 -2.15
C 3.60 2.04 -3.63
O 3.42 0.61 -3.77
S 2.35 0.07 -2.74
O 1.06 -0.03 -3.33
O 2.91 -1.03 -2.04
O 2.34 1.36 -1.78
H 4.30 1.99 -1.60
H 3.11 3.28 -1.91
H 4.58 2.33 -3.97
H 2.83 2.54 -4.22
C 8.42 1.31 -1.96
C 8.03 0.30 -3.02
O 7.12 1.04 -3.87
S 7.56 2.56 -3.95
O 8.32 2.82 -5.11
O 6.40 3.33 -3.66
O 8.54 2.55 -2.69
H 7.64 1.43 -1.21
H 9.36 1.09 -1.48
H 7.51 -0.57 -2.62
H 8.88 -0.03 -3.61
C 6.52 -4.28 -3.66
C 6.31 -4.21 -5.16
O 7.38 -3.35 -5.60
S 8.68 -3.59 -4.71
O 9.56 -4.50 -5.34
O 9.14 -2.32 -4.27
O 7.95 -4.35 -3.51
H 6.15 -3.38 -3.16
H 6.08 -5.16 -3.20
H 5.37 -3.76 -5.44
H 6.42 -5.18 -5.63
*
```

=====

> Which of these has the highest relative energy (zero: lowest compared OMol25 entry of this formula, charge and spin)?

C3H4GaO3